[1]
DFT (ωB97M-V with the def2-TZVPD basis set) results for C45H31BrClF4HoN5O4PS as an isolated structure.

Calculated values
Net charge: 0
Orbital gap (alpha / beta): 7.114 / 7.129 eV
E_LUMO (alpha / beta): -0.719 / -0.708 eV
2S+1: 5
Electronic energy: -7429.120308 a.u.

Last column: Löwdin charge in e.
Atoms and positions in Å:
Ho (0.859, -0.879, -0.025)  1.396
C (5.349, 0.946, 0.278)  -0.047
C (5.358, 1.619, 1.489)  -0.055
C (4.265, 1.502, 2.320)  -0.008
C (3.164, 0.719, 1.943)  -0.210
N (3.170, 0.070, 0.761)  0.040
C (4.236, 0.186, -0.029)  -0.126
C (1.981, 0.571, 2.812)  -0.207
C (2.048, 1.008, 4.143)  -0.052
C (0.973, 0.875, 4.995)  -0.096
C (-0.190, 0.293, 4.528)  -0.098
C (-0.259, -0.135, 3.213)  -0.157
C (0.796, -0.015, 2.291)  -0.173
H (6.177, 1.013, -0.409)  0.104
H (6.202, 2.229, 1.779)  0.109
H (4.264, 2.037, 3.255)  0.099
H (4.200, -0.353, -0.967)  0.088
H (2.956, 1.432, 4.545)  0.091
H (1.050, 1.211, 6.019)  0.100
H (-1.038, 0.164, 5.188)  0.104
H (-1.194, -0.589, 2.897)  0.076
C (5.785, -3.423, -2.705)  -0.087
C (5.716, -4.056, -1.474)  -0.083
C (4.623, -3.870, -0.654)  -0.018
C (3.573, -3.040, -1.059)  -0.274
C (3.638, -2.416, -2.306)  -0.065
C (4.739, -2.611, -3.116)  -0.073
N (2.449, -2.804, -0.264)  -0.029
N (2.295, -3.686, 0.657)  0.091
C (1.191, -3.655, 1.453)  -0.329
C (1.218, -4.581, 2.516)  -0.025
C (0.099, -4.775, 3.287)  -0.089
C (-1.050, -4.045, 3.004)  -0.077
C (-1.044, -3.092, 1.997)  -0.186
C (0.046, -2.851, 1.152)  -0.203
H (6.645, -3.573, -3.343)  0.100
H (6.518, -4.708, -1.161)  0.102
H (4.559, -4.357, 0.306)  0.103
H (2.815, -1.797, -2.633)  0.059
H (4.787, -2.136, -4.082)  0.105
H (2.137, -5.117, 2.709)  0.106
H (0.107, -5.490, 4.098)  0.099
H (-1.954, -4.226, 3.572)  0.102
H (-1.964, -2.536, 1.844)  0.056
F (-7.559, -0.642, -0.858)  0.131
C (-6.303, -0.247, -0.645)  -0.129
C (-6.037, 1.070, -0.274)  -0.124
F (-7.044, 1.937, -0.143)  0.127
C (-4.725, 1.472, -0.048)  -0.220
F (-4.508, 2.745, 0.294)  0.117
C (-3.654, 0.592, -0.172)  -0.303
P (-1.878, 1.077, 0.150)  1.125
C (-2.053, 1.927, 1.757)  -0.372
C (-0.969, 2.702, 2.173)  -0.121
C (-0.983, 3.305, 3.416)  -0.073
C (-2.053, 3.107, 4.274)  -0.084
C (-3.107, 2.297, 3.885)  -0.076
C (-3.105, 1.704, 2.635)  -0.091
C (-1.948, 2.479, -1.054)  -0.345
C (-2.111, 2.178, -2.406)  -0.117
C (-2.062, 3.180, -3.357)  -0.081
C (-1.880, 4.498, -2.974)  -0.077
C (-1.760, 4.807, -1.632)  -0.065
C (-1.789, 3.806, -0.678)  -0.071
C (-3.938, -0.705, -0.596)  -0.516
Br (-2.503, -1.915, -0.969)  0.887
C (-5.244, -1.129, -0.823)  -0.254
F (-5.483, -2.376, -1.233)  0.079
H (-0.106, 2.800, 1.528)  0.104
H (-0.154, 3.925, 3.724)  0.110
H (-2.064, 3.574, 5.248)  0.104
H (-3.934, 2.126, 4.557)  0.104
H (-3.919, 1.048, 2.361)  0.105
H (-2.244, 1.152, -2.724)  0.089
H (-2.162, 2.934, -4.403)  0.088
H (-1.844, 5.281, -3.716)  0.102
H (-1.639, 5.833, -1.319)  0.106
H (-1.693, 4.064, 0.364)  0.095
O (2.034, 0.271, -1.887)  -0.361
Cl (0.878, 1.079, -1.788)  0.579
O (0.854, 1.687, -0.497)  -0.352
O (0.827, 2.038, -2.804)  -0.222
O (-0.240, 0.183, -1.869)  -0.567
S (0.047, -2.723, -2.887)  0.646
C (-0.486, -1.564, -3.945)  -0.854
N (-1.840, -1.523, -4.263)  0.070
C (-2.360, -0.543, -5.026)  -0.061
C (-1.535, 0.405, -5.551)  -0.046
C (-0.153, 0.276, -5.265)  -0.099
N (0.334, -0.668, -4.519)  0.081
H (-2.425, -2.228, -3.835)  0.107
H (-3.427, -0.554, -5.192)  0.136
H (-1.901, 1.208, -6.165)  0.103
H (0.556, 0.985, -5.673)  0.124

[2]
DFT (ωB97M-V with the def2-TZVPD basis set) results for a 3-piece molecular cluster, C23H50B2Cl2N5O12P overall.

Calculated values
SMILES: C=CC[C@](O[C@H](C)B(O)OCC)([C@H](Cl)[C@H](C)Cl)[C@@](O[C@](N)(CCC(N)=O)OCC)(B(O)N(C)C)P(C)O.C[N+](=O)[O-].C[N+](=O)[O-]
Net charge: 0
Orbital gap: 7.346 eV
E_LUMO: -0.436 eV
2S+1: 1
Electronic energy: -3394.205969 a.u.

Last column: Löwdin charge in e.
Atoms and positions in Å:
C (-2.939, -0.419, 2.263)  -0.009
C (-1.699, -0.477, 1.580)  -0.159
C (-1.387, 0.652, 0.514)  -0.119
C (-0.566, 0.213, -0.774)  -0.369
O (-0.031, 1.290, -1.569)  -0.158
C (-0.589, 2.587, -1.416)  -0.258
C (-0.464, 3.260, -2.904)  -0.029
B (0.304, 3.627, -0.489)  -0.508
O (1.542, 4.153, -1.022)  0.055
O (-0.248, 3.974, 0.793)  -0.003
C (0.336, 5.249, 1.194)  -0.234
C (-0.336, 5.814, 2.545)  -0.074
C (-1.527, -0.581, -1.772)  -0.471
Cl (-2.947, 0.483, -2.376)  0.580
C (-2.205, -1.940, -1.237)  -0.605
C (-2.191, -3.073, -2.399)  -0.121
Cl (-4.024, -1.668, -0.900)  0.490
C (0.812, -0.600, -0.418)  -0.304
O (0.582, -1.912, 0.038)  -0.081
C (1.543, -2.698, 0.692)  -0.523
N (2.780, -3.062, 0.000)  0.135
C (0.778, -4.153, 0.767)  -0.067
C (-0.523, -4.130, 1.682)  -0.076
C (-0.578, -5.569, 2.421)  -0.427
N (-0.510, -5.719, 3.873)  0.103
O (-0.637, -6.574, 1.677)  0.017
O (1.760, -2.386, 2.077)  -0.125
C (3.048, -2.676, 2.613)  -0.254
C (3.338, -4.249, 2.898)  -0.075
B (1.677, -0.489, -1.841)  -0.481
O (2.769, 0.476, -1.990)  0.020
N (1.418, -1.275, -3.073)  -0.081
C (1.432, -2.747, -2.911)  -0.110
C (2.490, -0.993, -4.102)  -0.092
P (1.844, 0.581, 0.714)  1.067
C (1.261, 0.632, 2.493)  -0.267
O (3.462, -0.068, 0.852)  -0.320
H (-3.520, 0.557, 2.151)  0.064
H (-3.347, -1.259, 2.897)  0.067
H (-1.003, -1.310, 1.887)  0.075
H (-2.410, 1.093, 0.232)  0.108
H (-0.898, 1.509, 1.106)  0.111
H (-1.706, 2.673, -1.214)  0.120
H (-1.219, 2.829, -3.630)  0.079
H (0.615, 3.046, -3.215)  0.079
H (-0.535, 4.395, -2.790)  0.085
H (1.275, 5.005, -1.459)  0.051
H (0.121, 5.992, 0.344)  0.130
H (1.443, 5.122, 1.402)  0.128
H (0.419, 6.490, 3.063)  0.079
H (-0.614, 4.908, 3.168)  0.080
H (-1.272, 6.388, 2.223)  0.079
H (-1.044, -0.845, -2.778)  0.106
H (-1.802, -2.386, -0.287)  0.067
H (-2.274, -2.607, -3.432)  0.090
H (-3.163, -3.663, -2.239)  0.062
H (-1.337, -3.808, -2.281)  0.065
H (3.370, -2.284, -0.295)  0.092
H (2.682, -3.810, -0.682)  0.086
H (0.412, -4.310, -0.314)  0.115
H (1.502, -4.998, 0.969)  0.118
H (-1.455, -4.113, 1.025)  0.123
H (-0.531, -3.364, 2.514)  0.104
H (-1.412, -6.089, 4.191)  0.095
H (-0.258, -4.836, 4.326)  0.076
H (3.936, -2.168, 2.109)  0.111
H (3.049, -2.222, 3.674)  0.127
H (4.133, -4.265, 3.706)  0.076
H (3.697, -4.709, 1.911)  0.073
H (2.383, -4.731, 3.284)  0.069
H (2.410, 1.351, -2.239)  0.103
H (2.513, -3.074, -2.720)  0.094
H (1.166, -3.202, -3.936)  0.103
H (0.685, -3.177, -2.180)  0.062
H (3.533, -1.284, -3.723)  0.107
H (2.302, -1.691, -4.999)  0.095
H (2.439, 0.059, -4.515)  0.098
H (0.669, -0.248, 2.883)  0.032
H (2.186, 0.759, 3.162)  0.059
H (0.637, 1.581, 2.657)  0.046
H (3.948, 0.659, 1.287)  0.053
C (2.422, 7.148, -4.642)  0.055
N (2.035, 6.077, -3.688)  -0.408
O (1.566, 6.426, -2.613)  0.051
O (2.212, 4.933, -4.048)  0.096
H (2.209, 8.114, -4.190)  0.098
H (3.488, 7.041, -4.840)  0.105
H (1.836, 7.008, -5.549)  0.105
C (-6.876, 0.676, 2.495)  0.040
N (-6.590, 0.360, 3.918)  -0.448
O (-5.528, 0.745, 4.376)  0.054
O (-7.441, -0.265, 4.525)  0.060
H (-6.036, 1.232, 2.083)  0.086
H (-7.009, -0.268, 1.969)  0.102
H (-7.785, 1.275, 2.469)  0.100